Density functional theory data (ωB97M-V with the def2-TZVPD basis set) for C27H27CeCl8F4GeN4O5S2Se as an isolated structure in a non-equilibrium geometry.

**Total charge**: -1
**Frontier orbital gap (alpha / beta)**: 0.188 / 0.187 hartree

Last column: Mulliken charge in e.
Cartesian coordinates (Å):
Ce -0.08 2.58 0.73  1.31
C -1.08 -5.08 -2.89  -1.19
C 0.37 -4.69 -3.06  -0.49
N 1.18 -4.41 -1.85  0.57
C 1.94 -5.51 -1.23  -0.22
C 1.07 -6.66 -0.65  -1.39
C 2.00 -3.18 -1.99  -0.92
C 2.63 -2.64 -0.67  -0.23
N 1.75 -2.31 0.44  0.77
C 2.13 -2.35 1.77  0.50
C 1.23 -2.69 2.81  -0.10
F 0.17 -3.51 2.45  -0.34
C 1.28 -2.18 4.07  0.43
F 0.32 -2.42 4.98  -0.32
C 2.30 -1.26 4.32  -0.78
C 3.38 -1.21 3.46  0.63
F 4.49 -0.57 3.82  -0.35
C 3.38 -1.91 2.26  0.05
F 4.47 -1.93 1.46  -0.32
H -1.74 -4.28 -2.62  0.27
H -1.25 -5.90 -2.18  0.25
H -1.49 -5.42 -3.90  0.36
H 0.47 -3.79 -3.70  0.43
H 0.83 -5.56 -3.57  0.29
H 2.54 -5.03 -0.42  0.08
H 2.74 -5.81 -1.93  0.40
H 1.73 -7.24 0.03  0.44
H 0.79 -7.32 -1.47  0.30
H 0.21 -6.33 -0.10  0.30
H 1.27 -2.41 -2.44  0.30
H 2.79 -3.20 -2.76  0.22
H 3.27 -1.76 -0.90  -0.55
H 3.39 -3.30 -0.17  0.59
H 2.14 -0.61 5.17  0.42
Cl -1.03 1.23 -2.51  -0.19
C 0.65 1.74 -2.78  0.43
C 1.69 1.43 -1.91  -0.36
C 3.03 1.30 -2.25  -0.05
Cl 4.25 0.55 -1.24  -0.24
C 3.41 1.85 -3.52  0.20
Cl 5.08 1.78 -3.99  -0.22
C 2.43 2.26 -4.43  0.13
Cl 2.91 2.82 -5.96  -0.22
C 1.01 2.17 -4.08  0.06
Cl -0.18 2.82 -5.15  -0.22
Cl 3.66 6.04 -1.58  -0.31
Ge 2.69 5.33 0.25  0.52
Cl 4.24 4.08 1.19  -0.31
Cl 2.00 7.02 1.39  -0.30
O 0.92 1.70 2.41  -0.45
Se 0.18 2.61 3.78  0.80
O -0.58 1.47 4.55  -0.63
O -1.02 3.31 2.59  -0.48
O 1.39 4.10 0.02  -0.21
C -3.94 5.44 -0.96  -0.97
S -2.17 5.18 -0.58  0.54
C -2.04 5.95 1.03  -0.78
O -2.12 3.59 -0.45  -0.39
H -4.50 4.76 -0.24  0.26
H -4.00 5.16 -2.04  0.35
H -4.08 6.51 -0.86  0.43
H -2.67 5.48 1.82  0.25
H -2.33 7.00 0.91  0.46
H -1.02 5.85 1.34  0.17
N -0.96 -0.87 -0.04  -0.39
C -1.99 -0.17 0.30  0.04
N -2.00 0.65 1.44  -0.11
C -3.28 0.89 1.83  -0.33
C -3.69 1.60 3.01  -0.24
C -5.06 1.78 3.24  -0.52
C -6.02 1.34 2.36  -0.47
C -5.67 0.80 1.16  -0.59
C -4.34 0.42 0.96  0.78
S -3.65 -0.36 -0.41  -0.30
H 0.92 -1.84 0.26  -0.01
H -0.96 -1.13 -1.04  -0.03
H -2.84 1.82 3.70  0.17
H -5.44 2.32 4.13  0.31
H -7.01 1.50 2.66  0.41
H -6.45 0.59 0.40  0.34

---

Density functional theory data (ωB97M-V with the def2-TZVPD basis set) for C27H27Cl2HfN5O5S2 as an isolated structure in a non-equilibrium geometry.

**Total charge**: +2
**Frontier orbital gap**: 0.250 hartree
**Energy relative to the best compared isomer or geometry (same formula, charge and spin)**: 32.3 kJ/mol

Last column: natural (NBO) charge in e.
Cartesian coordinates (Å):
Hf 0.05 0.45 -0.12  2.08
N 4.42 1.79 0.17  -0.78
C 3.10 1.64 -0.09  0.31
S 2.04 1.46 1.29  -0.26
N 2.74 1.61 -1.34  -0.43
N 1.36 1.44 -1.56  -0.51
C 1.00 1.83 -2.75  0.19
C -0.34 1.90 -3.26  -0.15
C -0.53 2.18 -4.62  -0.14
C -1.79 2.35 -5.15  -0.24
C -2.89 2.28 -4.29  -0.13
C -2.74 2.02 -2.94  -0.29
C -1.47 1.80 -2.43  0.35
O -1.31 1.49 -1.13  -0.87
H 4.72 1.98 1.10  0.42
H 5.02 2.06 -0.59  0.42
H 1.81 2.18 -3.39  0.23
H 0.34 2.26 -5.26  0.23
H -1.92 2.55 -6.20  0.24
H -3.89 2.46 -4.69  0.24
H -3.59 2.00 -2.27  0.23
O -3.78 2.25 6.53  -0.64
C -2.96 1.19 6.60  0.76
O -2.83 0.57 7.61  -0.51
C -2.20 0.80 5.36  -0.16
C -1.04 0.05 5.54  -0.12
C -0.31 -0.37 4.45  -0.24
C -0.75 -0.08 3.16  0.18
C -1.89 0.68 2.97  -0.26
C -2.62 1.12 4.07  -0.12
N -0.01 -0.52 2.00  -0.52
C 0.68 -1.59 2.06  0.18
C 1.61 -1.95 0.98  0.14
C 2.59 -2.89 1.24  -0.18
C 3.56 -3.12 0.27  -0.10
C 3.51 -2.42 -0.91  -0.22
C 2.48 -1.51 -1.11  0.12
N 1.55 -1.27 -0.19  -0.60
H -3.69 2.72 5.70  0.48
H -0.72 -0.18 6.54  0.27
H 0.63 -0.90 4.61  0.23
H -2.23 0.94 1.98  0.21
H -3.52 1.69 3.90  0.22
H 0.68 -2.22 2.95  0.22
H 2.59 -3.42 2.18  0.25
H 4.35 -3.84 0.45  0.26
H 4.25 -2.56 -1.69  0.26
H 2.41 -0.95 -2.03  0.24
O -0.22 3.86 0.59  -0.39
C -0.37 2.79 0.86  0.55
O -1.63 -0.92 0.02  -1.03
S -3.13 -0.52 -0.26  1.24
C -4.10 -1.35 1.03  -0.58
C -4.76 -2.57 0.39  -0.41
C -5.02 -2.19 -1.07  -0.42
C -3.69 -1.63 -1.57  -0.58
H -4.84 -0.61 1.34  0.25
H -3.43 -1.55 1.86  0.27
H -5.68 -2.83 0.91  0.25
H -4.09 -3.44 0.44  0.22
H -5.80 -1.44 -1.13  0.22
H -5.33 -3.04 -1.68  0.26
H -3.73 -1.08 -2.51  0.26
H -2.92 -2.41 -1.62  0.26
Cl -0.37 -1.26 -2.78  -0.02
C -0.65 -2.49 -4.08  -0.36
Cl -1.12 -4.03 -3.41  0.03
H 0.28 -2.59 -4.61  0.24
H -1.45 -2.09 -4.70  0.24

---

Density functional theory data (ωB97M-V with the def2-TZVPD basis set) for C27H27ClMgN2O4S as an isolated structure.

**Frontier orbital gap**: 0.297 hartree
**Energy relative to the best compared isomer or geometry (same formula, charge and spin)**: 0.0 kJ/mol

Last column: natural (NBO) charge in e.
Cartesian coordinates (Å):
Mg 0.23 0.56 0.41  1.79
C 3.14 2.15 1.35  -0.64
C 1.83 2.88 1.19  -0.06
C 1.56 3.63 0.05  -0.28
C 0.39 4.38 -0.06  0.10
C 0.10 5.19 -1.30  -0.66
C -0.52 4.36 0.99  -0.24
C -0.30 3.59 2.13  0.01
C -1.33 3.53 3.22  -0.64
C 0.88 2.86 2.22  -0.22
H 3.69 2.12 0.40  0.22
H 3.01 1.13 1.70  0.24
H 3.77 2.66 2.08  0.22
H 2.28 3.64 -0.76  0.21
H 0.00 6.25 -1.06  0.22
H -0.84 4.88 -1.76  0.22
H 0.89 5.09 -2.04  0.21
H -1.45 4.91 0.90  0.21
H -1.43 4.50 3.72  0.22
H -1.07 2.79 3.97  0.22
H -2.31 3.27 2.81  0.22
H 1.06 2.25 3.10  0.22
C -2.73 -5.91 1.95  -0.63
C -1.71 -4.81 1.89  0.01
C -2.08 -3.49 2.13  -0.22
C -1.16 -2.45 2.04  -0.16
C 0.16 -2.75 1.72  -0.29
C 0.55 -4.06 1.51  -0.20
C -0.38 -5.08 1.59  -0.21
S 1.39 -1.50 1.59  2.31
O 2.57 -2.07 2.18  -0.93
O 0.83 -0.26 2.23  -1.08
N 1.54 -0.98 0.13  -1.11
C 1.53 -1.55 -1.13  0.17
C 1.88 -2.82 -1.50  -0.25
C 1.87 -3.21 -2.86  -0.17
C 1.53 -2.33 -3.85  -0.23
C 1.17 -1.00 -3.50  -0.10
C 0.82 -0.02 -4.46  -0.11
C 0.47 1.24 -4.05  -0.27
C 0.43 1.52 -2.67  0.08
N 0.75 0.64 -1.76  -0.57
C 1.15 -0.62 -2.16  0.22
H -3.40 -5.79 2.81  0.22
H -2.25 -6.89 2.03  0.22
H -3.35 -5.92 1.05  0.22
H -3.11 -3.26 2.39  0.21
H -1.46 -1.43 2.23  0.23
H 1.59 -4.29 1.33  0.23
H -0.07 -6.11 1.43  0.21
H 2.20 -3.52 -0.74  0.22
H 2.15 -4.22 -3.11  0.22
H 1.54 -2.63 -4.89  0.21
H 0.84 -0.27 -5.51  0.22
H 0.20 2.00 -4.76  0.23
H 0.10 2.49 -2.32  0.21
Cl -3.33 2.06 -2.27  -0.06
C -3.29 0.65 -1.17  -0.47
C -2.00 0.54 -0.40  0.75
O -1.47 -0.59 -0.27  -0.77
O -1.47 1.58 0.11  -0.84
H -3.43 -0.25 -1.76  0.24
H -4.11 0.76 -0.47  0.24

---

Density functional theory data (ωB97M-V with the def2-TZVPD basis set) for C27H27CrN9O3S5 as an isolated structure in a non-equilibrium geometry.

**2S+1**: 4
**Total charge**: +1
**Frontier orbital gap (alpha / beta)**: 0.144 / 0.132 hartree
**Energy relative to the best compared isomer or geometry (same formula, charge and spin)**: 409.2 kJ/mol

Last column: Mulliken charge in e.
Cartesian coordinates (Å):
Cr -0.46 -0.08 0.67  0.93
N 1.70 0.40 0.56  -0.54
N 1.97 1.73 0.96  -0.41
C 1.02 2.70 0.83  0.72
N 1.35 3.95 1.13  -0.43
S -0.57 2.34 0.42  -0.49
H 2.23 -0.22 1.18  0.35
H 2.02 0.25 -0.41  0.34
H 2.94 2.04 0.88  0.29
H 2.30 4.25 1.25  0.20
H 0.62 4.65 1.06  0.22
N 2.44 -1.27 7.06  -0.49
C 1.65 -1.64 6.01  0.98
C 1.26 -0.69 5.05  -1.22
C 0.53 -1.08 3.95  0.07
C 0.19 -2.41 3.78  -0.13
C 0.54 -3.35 4.73  -0.50
C 1.26 -2.97 5.85  -0.79
S -0.71 -2.93 2.34  1.12
O -0.56 -4.33 2.13  -0.63
O -2.04 -2.38 2.40  -0.51
N 0.03 -2.00 1.16  0.06
C 0.16 -2.34 -0.12  0.46
N 0.38 -3.55 -0.61  -0.63
C 0.42 -3.66 -1.93  -0.25
C 0.23 -2.59 -2.79  -0.74
C 0.07 -1.34 -2.20  -0.20
N 0.06 -1.20 -0.88  0.31
H 2.56 -0.30 7.27  0.22
H 2.53 -1.91 7.84  0.21
H 1.54 0.34 5.20  0.36
H 0.19 -0.35 3.22  0.37
H 0.24 -4.38 4.58  0.51
H 1.52 -3.70 6.59  0.34
H 0.61 -4.66 -2.29  0.48
H 0.22 -2.71 -3.86  0.41
H -0.03 -0.43 -2.78  0.48
C -4.19 -0.57 0.84  -1.81
C -3.16 -0.08 1.81  0.50
O -1.98 -0.01 1.42  -0.16
C -3.50 0.29 3.18  0.92
C -2.61 1.04 3.96  0.11
C -2.91 1.32 5.28  -0.85
C -4.08 0.83 5.85  -0.37
C -4.97 0.10 5.08  -0.87
C -4.68 -0.17 3.76  -0.46
H -3.80 -0.44 -0.17  0.38
H -5.13 -0.03 0.96  0.47
H -4.37 -1.63 1.02  0.45
H -1.70 1.43 3.51  0.35
H -2.23 1.90 5.88  0.43
H -4.29 1.02 6.90  0.42
H -5.88 -0.26 5.52  0.42
H -5.36 -0.77 3.18  0.46
S 0.20 4.53 -7.10  -0.36
C 0.77 3.55 -5.90  0.18
S 0.52 3.89 -4.20  -0.15
C 1.41 2.37 -3.83  0.05
N 1.76 1.75 -4.90  -0.87
N 1.44 2.38 -6.03  0.63
C 1.87 1.78 -7.23  0.44
C 1.90 0.39 -7.28  -0.27
C 2.37 -0.24 -8.42  -0.58
C 2.80 0.51 -9.50  -0.43
C 2.77 1.89 -9.45  -0.70
C 2.31 2.53 -8.31  -0.41
S 1.75 1.91 -2.26  -0.36
H 1.57 -0.17 -6.43  0.54
H 2.39 -1.32 -8.46  0.35
H 3.17 0.01 -10.39  0.38
H 3.11 2.47 -10.28  0.37
H 2.31 3.61 -8.26  0.35

---

One value per record, in order, for total energy: -312147.795; -94137.750; -68415.093; -130581.516 eV.